[1]
DFT (the ωB97M-V functional and the def2-TZVPD basis) results for 3 unconnected molecules or ions with the total composition C4H14N2O2 at a distorted geometry.

The geometry in XYZ format:
```
22
Properties=species:S:1:pos:R:3:forces:R:3
O -3.382 2.402 -3.638 3.58 0.71 -0.36
O -2.842 1.168 0.657 1.04 1.06 -0.74
N 0.658 0.884 0.099 -1.74 0.86 -3.66
N 1.224 -0.320 -1.962 4.32 1.18 3.11
C 1.573 0.279 0.959 1.57 -0.54 0.63
C 0.705 -1.663 2.372 -0.59 0.06 0.77
C 1.278 -1.214 1.054 0.12 -0.61 -0.62
C 0.495 0.537 -1.151 -0.36 1.04 2.27
H -0.371 1.017 -1.656 0.65 -0.43 0.19
H 1.474 0.732 1.928 -0.45 0.16 0.70
H 2.632 0.531 0.780 -0.08 -0.36 -0.73
H -1.884 1.269 0.861 -0.94 -0.45 -0.01
H -3.175 1.594 -3.147 -0.44 0.04 0.06
H 2.189 -1.810 1.033 0.20 0.03 -1.03
H 0.718 -0.987 -2.390 -2.36 -2.44 -2.23
H -2.401 2.738 -3.793 -3.16 -0.73 0.32
H 0.348 -0.836 2.996 -0.32 -0.09 -0.27
H -3.232 0.482 1.176 0.08 -0.64 0.65
H 1.451 -2.160 2.996 -0.10 -0.13 -0.14
H 0.575 -1.464 0.191 1.13 -0.01 1.28
H -0.100 -2.353 2.144 -0.21 -0.18 0.55
H 2.066 -0.826 -1.507 -1.94 1.46 -0.75
```
Positions in Å, forces in eV/Å.

Summary:
energy = -11448.74414 eV
net charge = 0
2S+1 = 1
gap between HOMO and LUMO = 10.1 eV
SMILES = CCC/N=C\N.O.O

Here are the natural (NBO) charges for atoms 1 to 8, given in e: atom 1 (O): -0.928, atom 2 (O): -0.964, atom 3 (N): -0.497, atom 4 (N): -0.825, atom 5 (C): -0.263, atom 6 (C): -0.607, atom 7 (C): -0.424, atom 8 (C): 0.278

---

[2]
DFT (the ωB97M-V functional and the def2-TZVPD basis) results for a molecular structure, C4H10NO2S at a distorted geometry.

The geometry in XYZ format:
```
18
Properties=species:S:1:pos:R:3:forces:R:3
S 2.513 -0.681 0.438 1.57 0.78 -1.42
O -2.362 0.458 1.474 3.64 -0.83 -1.03
O 1.870 1.366 -2.219 0.27 -0.61 1.57
N -1.446 -0.919 -0.192 -0.09 1.79 0.31
C 0.089 0.096 1.592 -1.22 -0.22 -0.87
C -1.307 0.037 -1.370 2.12 -0.18 -1.25
C 1.148 -1.007 1.439 -1.26 -2.36 2.48
C -1.236 -0.047 1.016 -5.65 -1.63 2.35
H -0.142 0.111 -1.607 -2.51 -0.48 0.21
H -1.562 1.112 -1.173 -0.41 -0.95 0.17
H -0.339 0.751 0.576 3.03 1.03 0.01
H 1.934 0.864 -1.321 0.06 0.58 -1.49
H 0.185 0.875 2.364 -0.19 -0.45 -0.45
H 1.611 -1.282 2.630 -1.87 0.88 -3.03
H -1.858 -0.286 -2.329 0.85 0.20 1.67
H 2.763 1.717 -2.331 -0.23 -0.13 0.08
H 0.582 -1.990 1.053 1.05 2.10 1.11
H -2.441 -1.175 -0.041 0.85 0.48 -0.43
```
Positions in Å, forces in eV/Å.

Summary:
energy = -20728.16463 eV
net charge = -1
2S+1 = 1
gap between HOMO and LUMO = 6.9 eV

Here are the natural (NBO) charges for atoms 1 to 8, given in e: atom 1 (S): -0.602, atom 2 (O): -0.727, atom 3 (O): -1.010, atom 4 (N): -0.655, atom 5 (C): -0.282, atom 6 (C): -0.465, atom 7 (C): -0.590, atom 8 (C): 0.470

---

[3]
DFT (the ωB97M-V functional and the def2-TZVPD basis) results for a molecular structure, C25H31NO4PReSi at a distorted geometry.

The geometry in XYZ format:
```
64
Properties=species:S:1:pos:R:3:forces:R:3
Re 0.651 0.075 -0.955 0.48 1.45 1.01
P -1.151 0.980 -2.295 -1.36 -0.08 -1.29
Si 0.221 0.676 1.469 -0.71 -0.25 0.81
O 0.084 -3.938 -0.297 -0.24 -0.08 0.03
O 4.614 1.327 -1.073 0.17 -0.04 0.08
O 2.380 1.348 -1.182 -0.73 -0.75 -0.13
O -0.191 -1.829 -0.703 0.50 0.63 -0.63
N 2.225 -1.144 -0.476 0.46 -1.16 -0.31
C -2.062 1.504 2.812 -0.11 0.06 0.07
C 3.060 -3.260 0.197 -0.13 0.05 0.02
C 2.413 -0.311 2.993 -0.01 -0.03 -0.11
C 0.591 -1.870 2.699 -0.10 0.03 0.00
C -0.533 1.966 -3.721 0.29 0.00 0.48
C -2.499 -0.299 1.259 -0.02 -0.07 0.13
C 3.467 0.784 -0.933 0.03 0.04 0.10
C -2.466 1.964 -1.467 0.42 0.00 0.37
C 0.583 -2.765 -0.403 -0.09 -0.25 0.22
C 0.268 3.211 -3.334 -0.10 0.00 -0.11
C -1.996 3.150 -0.614 -0.04 -0.05 -0.13
C 1.231 -2.774 3.531 -0.03 -0.02 -0.06
C 2.020 -2.438 -0.203 0.35 0.09 -0.01
C 3.463 -0.633 -0.466 0.05 0.01 0.03
C 3.045 -1.214 3.839 0.07 -0.02 -0.01
C 4.337 -2.712 0.291 0.02 0.02 0.02
C -1.616 0.629 1.819 0.76 0.05 -0.39
C -4.258 0.536 2.667 -0.08 0.09 0.01
C 2.461 -2.447 4.097 0.02 -0.04 0.00
C -3.379 1.442 3.245 0.09 0.05 -0.02
C 1.175 -0.627 2.424 -0.04 0.33 -0.38
C 4.556 -1.385 -0.077 -0.04 0.06 -0.01
C -3.328 0.002 -3.851 -0.03 0.01 -0.06
C -3.818 -0.346 1.687 0.07 -0.04 -0.14
C -2.058 -0.412 -3.108 0.11 -0.01 0.22
H 2.954 -3.151 4.756 -0.02 0.03 0.04
H 0.069 1.292 -4.336 -0.05 -0.03 -0.03
H 5.545 -0.946 -0.061 0.00 -0.02 0.00
H -0.352 3.945 -2.826 0.04 0.00 0.02
H -1.107 2.907 -0.029 0.01 0.06 0.07
H -1.780 4.024 -1.224 0.05 -0.01 0.03
H -3.119 2.303 -2.272 -0.04 -0.08 -0.06
H 4.612 2.245 -1.408 -0.12 0.05 0.00
H 0.654 3.688 -4.234 0.04 -0.02 0.02
H -5.297 0.533 2.970 0.03 -0.11 0.07
H -3.710 2.104 4.034 -0.07 0.02 -0.04
H 2.898 -4.303 0.440 0.03 0.00 0.01
H 1.115 2.966 -2.693 0.02 0.05 -0.01
H -3.014 1.252 -0.849 -0.06 -0.04 -0.06
H 2.873 0.654 2.808 -0.02 0.02 0.06
H -1.394 2.229 3.265 0.01 -0.01 -0.02
H -2.295 -1.146 -2.333 0.03 0.01 0.00
H -1.417 2.241 -4.298 -0.05 -0.06 -0.03
H -2.786 3.427 0.081 0.02 -0.01 0.02
H -4.496 -1.073 1.260 -0.04 0.05 0.00
H -0.399 -2.105 2.316 0.00 0.01 0.05
H 3.978 -0.941 4.316 0.02 -0.04 -0.01
H 5.165 -3.321 0.631 -0.01 -0.01 -0.05
H 0.753 -3.715 3.773 0.03 -0.01 0.02
H 0.861 2.004 1.591 0.01 0.01 -0.06
H -4.086 0.399 -3.179 -0.01 0.03 0.01
H -3.754 -0.878 -4.332 0.02 -0.01 0.01
H 0.682 -4.676 -0.096 0.10 0.07 0.04
H -3.132 0.728 -4.638 -0.01 0.03 0.02
H -1.356 -0.880 -3.802 0.06 -0.02 0.05
H -2.158 -0.995 0.500 -0.07 -0.02 0.02
```
Positions in Å, forces in eV/Å.

Summary:
energy = -55377.25812 eV
net charge = +3
expectation value of S² = 0.7600
2S+1 = 2
gap between HOMO and LUMO (spin up / spin down) = 4.7 / 4.9 eV

Here are the natural (NBO) charges for atoms 1 to 8, given in e: atom 1 (Re): 1.064, atom 2 (P): 0.971, atom 3 (Si): 1.196, atom 4 (O): -0.540, atom 5 (O): -0.555, atom 6 (O): -0.596, atom 7 (O): -0.570, atom 8 (N): -0.467

---

[4]
DFT (the ωB97M-V functional and the def2-TZVPD basis) results for 10 unconnected molecules or ions with the total composition C27H72N2O10 at a distorted geometry.

The geometry in XYZ format:
```
111
Properties=species:S:1:pos:R:3:forces:R:3
O -4.019 3.176 25.422 0.20 -0.24 0.43
O -5.732 4.569 21.932 1.30 1.31 2.44
O -5.428 0.385 26.108 -0.01 -0.30 0.36
O -5.777 2.235 23.668 -0.68 -0.80 -0.32
O -5.019 5.819 26.715 0.16 -0.30 0.05
O -4.581 2.245 31.148 0.94 -1.08 1.58
O -10.769 -1.293 24.925 0.13 0.34 0.20
O 0.237 -1.579 30.501 -0.09 1.37 -0.39
O -2.774 -0.935 20.600 1.16 -0.71 0.53
O -1.102 2.703 24.540 -0.20 0.24 -0.20
N -0.348 -0.499 29.753 -0.74 0.58 -2.14
N -11.697 -0.265 24.743 -1.66 0.33 -0.45
C -14.012 0.586 25.256 0.88 -0.91 1.67
C -0.474 -1.947 27.853 -0.11 -0.56 -0.38
C -12.321 2.008 24.245 0.72 1.06 0.78
C -7.077 3.556 20.481 1.24 -1.19 -1.92
C -6.155 5.731 19.836 0.75 0.05 -0.63
C -13.463 1.988 25.220 -1.11 -1.36 -0.45
C -11.097 1.103 24.616 0.03 0.72 1.48
C -1.516 1.638 29.629 1.01 0.11 -0.18
C -0.898 0.509 27.505 -0.37 0.10 0.74
C -12.464 -0.221 27.220 0.66 -0.30 -0.72
C 1.460 -0.254 27.994 -0.64 -0.91 1.03
C -13.601 -1.836 25.664 0.88 0.26 -0.29
C -5.819 4.446 20.555 -2.88 -0.53 0.23
C -5.341 3.069 30.341 -0.18 0.72 0.82
C -12.853 -0.426 25.712 -2.29 0.00 -0.56
C -4.901 -0.023 20.935 0.24 1.37 -1.32
C -0.477 0.776 30.414 -1.21 0.60 1.82
C -3.735 -0.190 19.900 -0.38 -0.35 1.21
C -0.987 1.864 28.220 0.37 -0.15 -0.06
C -10.285 1.574 25.890 -1.11 -0.03 0.26
C -3.042 1.105 19.424 -0.36 0.81 -0.06
C -0.045 -0.545 28.288 -0.04 -0.13 0.26
C 0.825 1.597 30.662 0.04 -1.29 -0.56
C -4.447 3.951 29.548 0.10 0.01 -1.96
C -10.130 1.269 23.493 -0.05 -0.62 -1.66
C -6.276 3.999 31.140 -0.95 0.25 -0.01
C -1.193 0.455 31.765 0.40 0.71 -0.41
H -1.575 2.640 30.054 0.02 -0.08 0.62
H -1.606 1.398 32.122 0.47 0.09 0.61
H -4.992 1.235 26.179 0.24 0.23 0.01
H -6.735 3.616 32.051 0.10 -0.67 -0.20
H -5.218 2.385 24.430 0.34 0.28 0.17
H -0.583 -2.033 26.772 0.47 0.10 -0.17
H -3.918 4.740 30.083 -0.43 0.10 0.30
H -4.894 3.974 20.224 -0.17 -0.06 -0.33
H -0.154 2.836 24.565 0.25 0.06 -0.06
H -4.520 6.461 26.210 0.20 0.23 -0.10
H -2.683 1.713 20.255 -0.28 -0.25 0.62
H -1.456 -2.256 28.212 -0.17 0.57 0.34
H -3.674 3.400 29.014 -0.05 -0.31 -0.03
H 1.512 0.968 31.228 0.08 0.06 0.16
H -6.009 5.448 22.198 0.06 0.01 0.13
H -14.543 0.254 24.364 0.55 0.02 -0.32
H -11.520 -0.749 27.355 0.32 0.08 0.23
H -13.086 -0.724 27.961 -0.54 0.22 -0.38
H -12.913 -2.665 25.831 0.02 0.01 0.18
H -14.395 -1.864 26.410 0.35 0.24 0.45
H -5.828 4.936 31.470 0.71 -0.10 -0.11
H -3.396 3.610 24.839 0.46 -0.07 -0.29
H 1.614 0.806 27.796 0.24 -0.20 -0.25
H -6.919 2.692 21.127 -0.36 0.10 0.11
H -4.531 0.433 21.854 0.18 0.21 0.04
H -5.595 2.975 23.088 -0.08 0.42 -0.27
H -8.014 4.084 20.660 0.31 0.08 0.35
H -5.829 2.322 29.715 -0.63 0.55 -0.27
H -3.888 2.782 31.539 0.16 -0.06 0.24
H -2.093 -0.151 31.668 0.17 -0.37 -0.44
H -10.715 1.110 22.587 0.46 -0.57 -0.46
H 1.279 1.719 29.678 0.22 0.38 0.26
H -0.482 -0.022 32.440 -0.22 0.27 0.34
H -12.286 0.814 27.510 -0.14 -0.11 -0.06
H -0.554 -1.768 31.011 0.14 -0.74 0.32
H -12.081 3.071 24.227 1.01 0.04 -0.32
H -5.444 -0.917 21.243 0.26 -0.19 -0.54
H 0.729 2.561 31.162 -0.36 -0.10 -0.04
H -3.639 1.816 18.853 -0.53 -0.27 -0.15
H -13.203 2.214 26.254 0.32 0.51 -0.18
H -5.112 4.345 28.779 0.40 0.74 -0.11
H -10.637 -1.255 25.875 0.76 -0.46 0.44
H -5.926 0.439 25.292 -0.16 0.05 -0.35
H -2.492 1.171 29.762 -0.07 -0.02 -0.60
H -9.245 0.635 23.553 -0.21 -0.22 -0.07
H -5.717 6.613 20.302 0.35 0.02 -0.16
H 1.944 -0.528 28.932 0.47 0.20 -0.08
H -12.622 1.762 23.227 -0.26 -0.25 0.12
H -14.291 2.625 24.908 0.24 0.48 0.01
H -10.068 0.758 26.580 -0.20 -0.02 -0.01
H -14.170 -2.094 24.771 0.51 0.50 -0.58
H -1.445 2.689 27.675 -1.00 -0.46 -0.28
H -14.766 0.547 26.043 -0.14 -0.21 0.21
H -1.923 0.148 27.415 -0.11 -0.19 -0.02
H -0.505 0.577 26.491 0.25 -0.08 -0.03
H -10.927 2.300 26.389 0.23 0.04 0.47
H -1.279 2.106 25.267 -0.18 -0.22 0.25
H -5.923 5.933 26.422 -0.34 -0.01 -0.05
H -9.313 2.041 25.732 -0.17 0.04 -0.62
H -0.022 2.355 28.343 0.52 -0.45 0.05
H -4.056 -0.900 19.137 -0.12 0.64 -0.62
H -5.578 0.703 20.488 -0.50 -0.05 0.28
H -4.333 3.872 25.999 -0.25 0.48 0.39
H -9.761 2.286 23.362 -0.14 0.18 0.62
H -7.221 5.926 19.716 -0.01 -0.23 0.21
H 0.179 -2.734 28.229 0.34 0.19 -0.19
H -2.871 -0.638 21.507 0.45 -0.22 0.22
H 1.870 -0.937 27.250 -0.08 0.40 -0.36
H -7.104 3.174 19.460 -0.48 -0.27 -0.25
H -2.121 1.018 18.847 -0.15 -0.94 -0.19
H -5.740 5.561 18.842 -0.05 0.69 -0.23
H -7.094 4.361 30.518 -0.17 -0.21 -0.22
```
Positions in Å, forces in eV/Å.

Summary:
energy = -52616.80408 eV
net charge = 0
2S+1 = 1
gap between HOMO and LUMO = 7.8 eV
SMILES = CC1(C)CCCC(C)(C)N1O.CC1(C)CCCC(C)(C)N1O.CC(C)O.CC(C)O.CC(C)O.O.O.O.O.O

Here are the Löwdin charges for atoms 1 to 8, given in e: atom 1 (O): -0.035, atom 2 (O): -0.073, atom 3 (O): -0.049, atom 4 (O): -0.070, atom 5 (O): -0.035, atom 6 (O): -0.045, atom 7 (O): -0.007, atom 8 (O): -0.004